(1)
The following is a DFT calculation (wB97M-V/def2-TZVPD) of a 4-piece molecular cluster, C19H20BF24NO7S overall.

Positions of all 73 atoms, in Å:
1 O 4.819 -2.643 1.548
2 C 5.207 -1.570 1.320
3 N 5.649 -0.465 1.110
4 B 4.997 0.751 1.573
5 C 3.860 1.423 0.750
6 C 2.888 2.270 1.579
7 C 2.111 1.484 2.630
8 S 0.748 0.501 2.030
9 O -0.457 0.956 2.653
10 O 1.119 -0.884 2.095
11 O 0.620 0.898 0.501
12 H 5.402 1.253 2.580
13 H 3.345 0.715 0.091
14 H 4.387 2.106 0.065
15 H 3.470 3.030 2.109
16 H 2.198 2.822 0.939
17 H 2.733 0.798 3.207
18 H 1.637 2.174 3.331
19 H 0.937 0.163 -0.049
20 C -4.306 -1.180 -1.421
21 C -2.885 -1.724 -1.223
22 C -1.803 -0.737 -0.778
23 F -1.587 0.205 -1.718
24 F -0.643 -1.424 -0.609
25 F -2.475 -2.385 -2.324
26 F -2.973 -2.621 -0.198
27 O -4.695 -0.906 -2.752
28 C -4.521 0.316 -3.330
29 C -3.679 0.213 -4.611
30 F -2.450 -0.255 -4.322
31 F -3.552 1.448 -5.147
32 F -4.006 1.224 -2.482
33 F -5.739 0.770 -3.715
34 H -4.954 -1.998 -1.110
35 H -4.501 -0.339 -0.755
36 H -2.070 -0.257 0.167
37 H -4.166 -0.451 -5.327
38 C 3.840 6.774 -0.011
39 C 4.738 5.656 0.536
40 C 6.244 5.925 0.633
41 F 6.770 6.119 -0.590
42 F 6.832 4.839 1.184
43 F 4.532 4.510 -0.149
44 F 4.335 5.453 1.827
45 O 3.449 6.665 -1.362
46 C 4.166 7.223 -2.382
47 C 4.582 6.165 -3.416
48 F 5.374 5.242 -2.837
49 F 5.276 6.772 -4.401
50 F 5.228 7.922 -1.943
51 F 3.354 8.090 -3.032
52 H 2.911 6.674 0.548
53 H 4.254 7.756 0.221
54 H 6.443 6.795 1.264
55 H 3.696 5.680 -3.831
56 C -3.673 -6.318 2.776
57 C -3.567 -7.810 2.433
58 C -2.981 -8.187 1.068
59 F -3.769 -7.734 0.073
60 F -2.921 -9.534 0.983
61 F -4.758 -8.417 2.599
62 F -2.694 -8.337 3.344
63 O -4.945 -5.722 2.611
64 C -5.323 -5.124 1.447
65 C -6.612 -5.744 0.888
66 F -6.415 -7.043 0.600
67 F -6.942 -5.094 -0.253
68 F -4.348 -5.119 0.525
69 F -5.619 -3.827 1.724
70 H -3.490 -6.272 3.848
71 H -2.886 -5.744 2.287
72 H -1.974 -7.778 0.953
73 H -7.422 -5.645 1.614

Calculated values
strongest force on any atom: 0.8 eV Å⁻¹
LUMO: 0.26 eV
SMILES string: FC(F)C(F)(F)COC(F)(F)C(F)F.FC(F)C(F)(F)COC(F)(F)C(F)F.FC(F)C(F)(F)COC(F)(F)C(F)F.O=C=NBCCCS(=O)(=O)O
E: -4137.31123 Eh
HOMO level: -10.473 eV
frontier orbital gap: 10.734 eV
2S+1: 1


(2)
The following is a DFT calculation (wB97M-V/def2-TZVPD) of C19H20BN10OOsS as an isolated structure.

Positions of all 53 atoms, in Å:
1 Os -1.250 1.167 0.796
2 C -4.015 -2.068 1.619
3 C -3.683 -0.838 1.067
4 N -2.439 -0.510 1.426
5 N -1.957 -1.502 2.205
6 C -2.894 -2.457 2.322
7 B -0.507 -1.335 2.671
8 N 0.339 -1.262 1.339
9 C 1.267 -2.080 0.854
10 C 1.678 -1.622 -0.398
11 C 0.956 -0.475 -0.612
12 N 0.136 -0.255 0.440
13 N -0.408 0.083 3.359
14 C -0.043 0.378 4.604
15 C -0.070 1.762 4.778
16 C -0.440 2.270 3.556
17 N -0.643 1.245 2.697
18 N -0.005 -2.362 3.617
19 C -0.616 -3.092 4.597
20 C 0.357 -3.643 5.380
21 C 1.565 -3.186 4.816
22 N 1.354 -2.408 3.775
23 H -4.943 -2.603 1.520
24 H -4.267 -0.183 0.442
25 H -2.713 -3.360 2.878
26 H 1.608 -2.919 1.436
27 H 2.420 -2.064 -1.039
28 H 0.967 0.205 -1.448
29 H 0.236 -0.405 5.292
30 H 0.167 2.310 5.672
31 H -0.578 3.292 3.239
32 H -1.686 -3.150 4.698
33 H 0.222 -4.288 6.230
34 H 2.575 -3.397 5.132
35 N 1.608 3.271 -1.870
36 C 0.425 2.913 -1.414
37 S 0.189 2.932 0.325
38 N -0.555 2.592 -2.242
39 C -0.413 2.654 -3.684
40 C -0.280 1.474 -4.399
41 C -0.143 1.538 -5.778
42 C -0.137 2.770 -6.419
43 C -0.272 3.944 -5.689
44 C -0.414 3.893 -4.310
45 H 2.366 3.461 -1.233
46 H 1.758 3.412 -2.862
47 H -1.487 2.516 -1.855
48 H -0.297 0.518 -3.891
49 H -0.045 0.627 -6.352
50 H -0.030 2.816 -7.494
51 H -0.278 4.901 -6.193
52 H -0.538 4.800 -3.731
53 O -2.681 1.655 0.078

Calculated values
strongest force on any atom: 0.2 eV Å⁻¹
<S²>: 0.761
LUMO (alpha / beta): -8.46 / -8.65 eV
E: -1872.11439 Eh
HOMO level (alpha / beta): -14.492 / -14.493 eV
frontier orbital gap (alpha / beta): 6.032 / 5.840 eV
2S+1: 2
net charge: +2


(3)
The following is a DFT calculation (wB97M-V/def2-TZVPD) of C19H20BN10OOsS as an isolated structure in a non-equilibrium geometry.

Positions of all 53 atoms, in Å:
1 Os -0.460 -0.182 -0.655
2 C -0.030 3.894 -2.147
3 C -0.318 3.187 -0.979
4 N -0.340 1.886 -1.238
5 N -0.074 1.728 -2.557
6 C 0.124 2.934 -3.125
7 B 0.001 0.324 -3.151
8 N -1.377 -0.474 -2.845
9 C -1.760 -1.601 -3.446
10 C -2.981 -1.981 -2.908
11 C -3.246 -1.048 -1.925
12 N -2.289 -0.098 -1.856
13 N 1.132 -0.517 -2.408
14 C 1.638 -1.692 -2.802
15 C 2.612 -2.069 -1.895
16 C 2.596 -1.082 -0.926
17 N 1.704 -0.111 -1.198
18 N 0.233 0.363 -4.625
19 C -0.623 0.829 -5.580
20 C -0.001 0.699 -6.790
21 C 1.250 0.127 -6.482
22 N 1.389 -0.076 -5.186
23 H 0.058 4.959 -2.262
24 H -0.509 3.550 0.018
25 H 0.365 3.017 -4.172
26 H -1.160 -2.040 -4.227
27 H -3.591 -2.820 -3.194
28 H -4.101 -0.978 -1.271
29 H 1.304 -2.160 -3.711
30 H 3.245 -2.938 -1.937
31 H 3.211 -0.997 -0.044
32 H -1.596 1.213 -5.315
33 H -0.385 0.970 -7.758
34 H 2.050 -0.145 -7.151
35 N 1.327 -0.216 3.376
36 C -0.005 -0.246 3.355
37 S -0.983 -0.074 2.037
38 N -0.674 -0.455 4.571
39 C -0.279 -0.328 5.859
40 C -1.153 -0.890 6.840
41 C -0.835 -0.809 8.164
42 C 0.340 -0.146 8.554
43 C 1.187 0.448 7.597
44 C 0.896 0.366 6.266
45 H 1.797 -0.128 2.488
46 H 1.848 -0.676 4.109
47 H -1.639 -0.732 4.418
48 H -2.051 -1.400 6.511
49 H -1.482 -1.250 8.910
50 H 0.592 -0.074 9.604
51 H 2.063 0.989 7.925
52 H 1.513 0.874 5.540
53 O -0.530 -1.924 -0.380

Calculated values
strongest force on any atom: 1.9 eV Å⁻¹
<S²>: 8.807
LUMO (alpha / beta): -6.43 / -9.84 eV
E: -1871.92377 Eh
HOMO level (alpha / beta): -13.548 / -13.550 eV
frontier orbital gap (alpha / beta): 7.121 / 3.710 eV
2S+1: 6
net charge: +2


(4)
The following is a DFT calculation (wB97M-V/def2-TZVPD) of C19H20F4N2O4Ta as an isolated structure in a non-equilibrium geometry.

Positions of all 50 atoms, in Å:
1 Ta -0.295 0.137 -0.059
2 C 1.048 -3.440 0.859
3 C 0.210 -2.476 1.299
4 C -0.652 -2.040 0.164
5 C -0.237 -2.914 -0.960
6 C 0.764 -3.718 -0.541
7 H 1.782 -3.961 1.457
8 H 0.132 -2.102 2.309
9 H -1.725 -2.052 0.371
10 H -0.724 -2.933 -1.924
11 H 1.257 -4.477 -1.131
12 C 3.377 1.897 -1.808
13 C 1.903 1.570 -1.606
14 N 1.540 0.111 -1.450
15 C 1.282 -0.549 -2.775
16 C 2.448 -0.630 -3.748
17 C 2.508 -0.649 -0.623
18 C 2.569 -0.088 0.790
19 N 1.253 0.437 1.208
20 C 1.255 1.260 2.352
21 C 0.253 2.207 2.428
22 F -0.633 2.187 1.384
23 C 0.108 3.105 3.456
24 F -0.896 3.971 3.423
25 C 1.012 3.081 4.500
26 C 2.020 2.138 4.457
27 F 2.902 2.064 5.447
28 C 2.152 1.232 3.413
29 F 3.130 0.324 3.475
30 H 3.460 2.976 -1.944
31 H 3.984 1.640 -0.941
32 H 3.809 1.422 -2.681
33 H 1.572 2.094 -0.705
34 H 1.294 1.945 -2.426
35 H 0.936 -1.551 -2.545
36 H 0.454 -0.006 -3.227
37 H 3.354 -1.034 -3.297
38 H 2.159 -1.310 -4.551
39 H 2.678 0.327 -4.209
40 H 2.183 -1.687 -0.626
41 H 3.514 -0.606 -1.043
42 H 2.894 -0.879 1.465
43 H 3.293 0.727 0.854
44 H 0.926 3.767 5.331
45 O -2.744 2.213 -2.457
46 C -2.307 1.504 -1.635
47 O -1.013 0.970 -1.646
48 C -3.037 1.047 -0.340
49 O -4.168 1.227 -0.089
50 O -2.120 0.394 0.468

Calculated values
strongest force on any atom: 1.4 eV Å⁻¹
LUMO: -4.56 eV
E: -1602.76331 Eh
HOMO level: -12.050 eV
frontier orbital gap: 7.488 eV
2S+1: 1
net charge: +1


(5)
The following is a DFT calculation (wB97M-V/def2-TZVPD) of C19H20F6N3O9S3Y as an isolated structure.

Positions of all 61 atoms, in Å:
1 Y 0.024 0.526 0.754
2 O -0.144 0.108 3.154
3 C -0.329 -1.246 3.625
4 C 0.989 -1.938 3.922
5 C 2.032 -1.907 2.797
6 C 1.596 -2.570 1.522
7 C 1.881 -3.902 1.250
8 C 1.455 -4.461 0.059
9 C 0.747 -3.681 -0.843
10 C 0.495 -2.368 -0.500
11 N 0.907 -1.827 0.650
12 H 0.360 0.635 3.782
13 H -0.899 -1.727 2.832
14 H -0.955 -1.221 4.519
15 H 0.757 -2.973 4.188
16 H 1.442 -1.493 4.813
17 H 2.937 -2.398 3.159
18 H 2.313 -0.875 2.577
19 H 2.443 -4.482 1.970
20 H 1.675 -5.496 -0.167
21 H 0.391 -4.073 -1.784
22 H -0.065 -1.723 -1.171
23 F 3.497 2.442 -2.637
24 C 3.903 1.220 -2.303
25 F 5.228 1.181 -2.284
26 F 3.444 0.347 -3.196
27 S 3.231 0.738 -0.658
28 O 1.782 0.835 -0.858
29 O 3.748 -0.560 -0.370
30 N 3.790 1.899 0.228
31 S 3.158 2.292 1.604
32 O 4.096 2.380 2.668
33 O 1.935 1.528 1.876
34 C 2.589 4.021 1.296
35 F 3.649 4.814 1.188
36 F 1.879 4.086 0.180
37 F 1.844 4.416 2.323
38 C 0.126 6.531 -4.679
39 C -0.325 5.528 -3.654
40 C 0.494 4.452 -3.308
41 C 0.083 3.514 -2.381
42 C -1.163 3.649 -1.782
43 C -1.997 4.702 -2.111
44 C -1.570 5.636 -3.046
45 S -1.673 2.481 -0.563
46 O -3.039 2.765 -0.228
47 O -0.679 2.667 0.550
48 N -1.371 1.026 -1.050
49 C -2.482 0.091 -1.215
50 C -2.588 -0.885 -0.028
51 O -3.312 -1.853 -0.092
52 O -1.820 -0.576 0.985
53 H 1.195 6.726 -4.592
54 H -0.404 7.476 -4.565
55 H -0.062 6.165 -5.690
56 H 1.469 4.352 -3.770
57 H 0.730 2.685 -2.127
58 H -2.964 4.793 -1.637
59 H -2.218 6.465 -3.301
60 H -2.335 -0.499 -2.121
61 H -3.442 0.602 -1.319

Calculated values
strongest force on any atom: 0.5 eV Å⁻¹
LUMO: -0.01 eV
E: -3409.75966 Eh
HOMO level: -8.880 eV
frontier orbital gap: 8.872 eV
2S+1: 1


(6)
The following is a DFT calculation (wB97M-V/def2-TZVPD) of C19H20MnN9O4S as an isolated structure in a non-equilibrium geometry.

Positions of all 54 atoms, in Å:
1 Mn 0.201 -0.261 0.180
2 O -1.781 -0.369 0.423
3 C -2.682 -0.763 -0.322
4 C -2.478 -1.411 -1.612
5 C -3.554 -1.892 -2.297
6 C -3.340 -2.571 -3.529
7 C -2.085 -2.774 -4.079
8 C -0.981 -2.290 -3.414
9 C -1.141 -1.580 -2.162
10 O -0.119 -1.115 -1.588
11 N -4.539 -3.086 -4.247
12 O -4.329 -3.653 -5.287
13 O -5.598 -2.878 -3.702
14 H -3.712 -0.619 0.022
15 H -4.569 -1.783 -1.931
16 H -2.000 -3.305 -5.020
17 H 0.019 -2.419 -3.807
18 N -0.001 2.835 -1.272
19 C 0.094 2.904 0.067
20 N 0.112 4.101 0.611
21 C 0.219 4.145 1.946
22 N 0.255 5.318 2.541
23 N 0.299 3.037 2.750
24 C 0.274 1.908 2.123
25 N 0.184 1.743 0.776
26 C 0.350 0.653 2.932
27 C 0.399 0.667 4.309
28 C 0.458 -0.545 4.985
29 C 0.462 -1.729 4.263
30 C 0.409 -1.667 2.884
31 N 0.358 -0.495 2.236
32 H -0.089 3.698 -1.785
33 H -0.001 1.969 -1.778
34 H 0.178 6.164 1.999
35 H 0.310 5.373 3.546
36 H 0.387 1.615 4.828
37 H 0.501 -0.564 6.066
38 H 0.504 -2.690 4.756
39 H 0.415 -2.568 2.283
40 S 2.494 -0.480 0.004
41 C 3.902 0.228 -0.767
42 N 4.036 1.528 -0.931
43 C 5.237 2.138 -1.540
44 C 6.434 1.233 -1.303
45 C 6.115 -0.182 -1.747
46 N 4.836 -0.615 -1.140
47 H 3.290 2.127 -0.618
48 H 5.385 3.111 -1.079
49 H 5.056 2.293 -2.604
50 H 6.698 1.239 -0.245
51 H 7.288 1.606 -1.864
52 H 6.885 -0.880 -1.426
53 H 6.027 -0.250 -2.831
54 H 4.675 -1.600 -0.984

Calculated values
strongest force on any atom: 1.7 eV Å⁻¹
<S²>: 4.033
LUMO (alpha / beta): -11.04 / -12.49 eV
E: -3078.00133 Eh
HOMO level (alpha / beta): -17.926 / -17.892 eV
frontier orbital gap (alpha / beta): 6.883 / 5.399 eV
2S+1: 4
net charge: +3


(7)
The following is a DFT calculation (wB97M-V/def2-TZVPD) of a single C19H20N2O2S molecule.

Positions of all 44 atoms, in Å:
1 C -5.226 1.005 -1.591
2 C -4.870 0.094 -0.447
3 C -3.703 -0.663 -0.388
4 C -3.460 -1.494 0.703
5 C -4.369 -1.584 1.737
6 C -5.529 -0.837 1.695
7 C -5.790 0.002 0.615
8 N -6.992 0.688 0.565
9 H -7.000 1.553 0.051
10 H -7.491 0.732 1.439
11 H -6.249 -0.898 2.499
12 H -4.175 -2.233 2.578
13 H -2.549 -2.072 0.726
14 C -2.615 -0.620 -1.432
15 N -1.428 0.033 -0.898
16 C -1.495 1.323 -0.514
17 C -0.440 1.977 0.025
18 C 0.785 1.273 0.202
19 C 0.858 -0.033 -0.187
20 C -0.259 -0.728 -0.756
21 O -0.243 -1.896 -1.112
22 H 1.749 -0.632 -0.086
23 O 1.774 2.001 0.772
24 C 3.028 1.396 0.998
25 C 3.884 1.320 -0.280
26 C 5.064 0.437 -0.070
27 C 6.345 0.779 0.234
28 C 7.192 -0.340 0.410
29 C 6.540 -1.517 0.243
30 S 4.879 -1.288 -0.133
31 H 6.928 -2.513 0.315
32 H 8.237 -0.265 0.649
33 H 6.678 1.797 0.325
34 H 3.265 0.929 -1.091
35 H 4.212 2.324 -0.554
36 H 3.522 2.029 1.740
37 H 2.900 0.394 1.424
38 H -0.503 3.007 0.327
39 H -2.449 1.808 -0.659
40 H -2.918 -0.111 -2.349
41 H -2.301 -1.638 -1.685
42 H -4.527 0.933 -2.416
43 H -6.216 0.750 -1.968
44 H -5.247 2.047 -1.261

Calculated values
strongest force on any atom: 0.7 eV Å⁻¹
LUMO: 0.71 eV
SMILES string: Cc1c(N)cccc1Cn1ccc(OCCc2cccs2)cc1=O
E: -1394.20872 Eh
HOMO level: -8.009 eV
frontier orbital gap: 8.718 eV
2S+1: 1


(8)
The following is a DFT calculation (wB97M-V/def2-TZVPD) of C19H20N2O3 as an isolated structure in a non-equilibrium geometry.

Positions of all 44 atoms, in Å:
1 O 2.461 1.677 1.780
2 C 1.599 1.411 1.009
3 N 1.520 1.788 -0.330
4 H 0.610 1.363 -0.853
5 C 2.530 1.965 -1.215
6 H 3.180 2.417 -0.284
7 H 2.115 2.837 -1.552
8 C 3.089 1.011 -2.004
9 C 3.407 -0.117 -1.053
10 C 2.581 -1.198 -0.713
11 C 2.756 -1.942 0.242
12 C 3.914 -2.038 0.803
13 C 4.969 -1.320 0.538
14 C 4.688 -0.058 -0.234
15 H 5.377 0.622 -0.583
16 H 5.818 -1.160 1.306
17 H 4.269 -3.063 1.687
18 H 2.039 -2.957 0.501
19 H 1.703 -1.061 -1.298
20 H 2.359 0.706 -2.514
21 H 3.952 1.355 -2.487
22 C 0.084 0.878 1.804
23 N -0.886 0.578 0.806
24 C -1.214 -0.778 0.502
25 O -0.502 -1.620 0.389
26 C -2.309 -0.759 -0.544
27 H -2.173 -1.389 -1.520
28 C -2.795 0.847 -0.559
29 C -1.891 1.364 0.443
30 O -1.747 2.525 0.700
31 H -2.886 1.273 -1.557
32 C -4.256 0.608 0.036
33 C -5.081 -0.059 -0.794
34 C -4.754 -1.498 -0.846
35 H -5.135 -2.239 -1.431
36 C -3.544 -1.308 0.185
37 H -3.319 -2.507 0.316
38 C -3.995 -0.452 1.466
39 H -4.926 -0.705 1.737
40 H -3.333 -0.118 2.024
41 H -5.783 0.300 -1.255
42 H -4.711 1.672 0.756
43 H -0.258 1.436 2.441
44 H 0.477 -0.285 2.156

Calculated values
strongest force on any atom: 14.7 eV Å⁻¹
LUMO: 0.43 eV
E: -1070.64659 Eh
HOMO level: -8.900 eV
frontier orbital gap: 9.327 eV
2S+1: 1